No. 1
{"formula": "C3H2ClF", "method": "the ωB97M-V functional and the def2-TZVPD basis", "symbols": ["C", "C", "C", "F", "Cl", "H", "H"], "positions_angstrom": [[1.245272, -0.358729, 1.088604], [0.502556, 0.221114, 0.365768], [-0.683013, 0.223304, -0.491844], [-0.874283, -0.990426, -0.944126], [-0.457501, 1.287207, -1.989242], [1.845041, -0.890347, 1.914466], [-1.578072, 0.507877, 0.056374]], "forces_ev_per_a": [[2.31, -1.57, 3.21], [-1.20, -0.05, -0.90], [0.68, 2.12, -0.23], [-0.42, -2.19, -0.82], [-0.24, -0.26, 1.01], [-1.15, 1.37, -2.08], [0.02, 0.58, -0.19]], "e_lumo_ev": 0.86, "orbital_gap_ev": 11.828, "relative_energy_kcal_mol": 12.1, "spin_multiplicity": 1, "charge": 0, "smiles": "C#C[C@H](F)Cl"}

---

No. 2
{"formula": "C22H55ClGaP2Si", "method": "the ωB97M-V functional and the def2-TZVPD basis", "symbols": ["Ga", "P", "C", "C", "C", "C", "H", "C", "H", "H", "H", "H", "H", "H", "H", "C", "C", "H", "H", "H", "H", "H", "H", "C", "H", "C", "H", "H", "H", "H", "H", "H", "Cl", "H", "H", "P", "C", "C", "C", "C", "H", "C", "H", "H", "H", "H", "H", "H", "H", "C", "C", "H", "H", "H", "H", "H", "H", "C", "H", "C", "H", "H", "H", "H", "H", "H", "C", "Si", "C", "C", "C", "H", "H", "H", "H", "H", "H", "H", "H", "H", "H", "H"], "positions_angstrom": [[1.480595, -0.672227, 0.122597], [-4.447483, -0.066642, 0.888025], [-5.061556, -1.758090, 0.765472], [-4.819877, 0.693212, 2.497603], [-5.109114, 0.915350, -0.486577], [-4.005147, -2.778852, 1.231807], [-5.176423, -1.866190, -0.326916], [-6.430339, -1.983936, 1.422851], [-6.404370, -1.788612, 2.503487], [-6.719494, -3.033765, 1.280994], [-7.232529, -1.379859, 0.974501], [-3.003302, -2.554204, 0.837461], [-4.302650, -3.758842, 0.836979], [-3.942861, -2.858758, 2.328121], [-5.195053, 0.148496, -1.275739], [-4.111666, 1.977734, -0.963722], [-6.503079, 1.514290, -0.225981], [-7.287368, 0.746173, -0.174070], [-6.772776, 2.188512, -1.053054], [-6.530718, 2.105021, 0.702446], [-3.128459, 1.548165, -1.190018], [-3.975509, 2.786587, -0.230902], [-4.502488, 2.422419, -1.887979], [-4.250551, -0.175096, 3.624576], [-5.916516, 0.721321, 2.595754], [-4.287760, 2.128557, 2.550822], [-4.796987, -1.118707, 3.748733], [-4.346263, 0.377898, 4.566858], [-3.185920, -0.400865, 3.462792], [-3.216616, 2.166659, 2.301684], [-4.398353, 2.519441, 3.569794], [-4.826549, 2.816066, 1.887021], [1.293400, -0.047405, 2.232796], [0.768861, -2.036864, -0.221393], [-3.036832, -0.080655, 0.740665], [3.537770, -1.249352, -0.884816], [3.771235, -1.254588, -2.744026], [5.031266, -0.428847, -0.123679], [3.657688, -3.062712, -0.466926], [2.969100, -0.222776, -3.548189], [3.387330, -2.251161, -3.019471], [5.239843, -1.169679, -3.163163], [5.646767, -0.167820, -2.991281], [5.303518, -1.357609, -4.242382], [5.886574, -1.899830, -2.669707], [1.895594, -0.450325, -3.547532], [3.305842, -0.243272, -4.597366], [3.134741, 0.800462, -3.180305], [2.958315, -3.499418, -1.199538], [3.187254, -3.482047, 0.936871], [5.060873, -3.606970, -0.737350], [5.305125, -3.623688, -1.804705], [5.114117, -4.640956, -0.373813], [5.827390, -3.032311, -0.201198], [2.115238, -3.306936, 1.085403], [3.738859, -2.970813, 1.736452], [3.360938, -4.563438, 1.038803], [5.150424, 1.046880, -0.525892], [5.888426, -0.963213, -0.564715], [5.092266, -0.621967, 1.397114], [5.220008, 1.188805, -1.612684], [6.072669, 1.456749, -0.086507], [4.311867, 1.647848, -0.147341], [4.137503, -0.376261, 1.884784], [5.861648, 0.042965, 1.813836], [5.376023, -1.646267, 1.672377], [1.704761, 3.459655, -2.037241], [1.066393, 2.601036, -0.472042], [2.313022, 2.873776, 0.906414], [-0.586767, 3.307710, 0.047483], [0.864591, 0.798734, -1.027638], [1.577642, 4.547927, -1.956146], [1.135191, 3.109563, -2.911128], [2.773024, 3.262097, -2.214062], [3.091869, 3.565347, 0.557910], [1.779232, 3.346811, 1.744274], [2.783580, 1.960957, 1.290521], [-0.481928, 4.362659, 0.336401], [-0.981233, 2.763176, 0.916482], [-1.313141, 3.250773, -0.774959], [-0.211152, 0.545673, -1.145478], [1.320459, 0.736317, -2.031334]], "forces_ev_per_a": [[0.47, -0.41, -0.89], [-0.21, 0.27, -0.10], [0.33, -0.13, -0.08], [-0.01, 0.15, 0.32], [0.05, -0.05, -0.15], [0.02, -0.15, 0.02], [-0.09, -0.13, 0.09], [-0.26, -0.04, -0.02], [-0.03, -0.02, -0.23], [0.08, 0.03, 0.00], [0.32, -0.04, 0.16], [-0.25, -0.04, 0.14], [0.08, 0.13, 0.15], [-0.05, 0.10, -0.41], [-0.11, 0.18, -0.02], [0.11, 0.19, -0.01], [-0.20, 0.01, 0.07], [0.25, 0.17, 0.11], [0.11, -0.12, 0.06], [-0.03, -0.17, -0.26], [-0.14, 0.09, 0.08], [-0.03, -0.28, -0.24], [0.08, -0.05, 0.18], [0.18, -0.01, 0.23], [0.07, -0.12, -0.22], [0.31, 0.24, 0.13], [0.14, 0.20, -0.13], [0.08, -0.14, -0.15], [-0.22, 0.08, 0.10], [-0.22, 0.02, 0.05], [0.01, -0.12, -0.18], [0.10, -0.25, 0.06], [-0.51, 0.37, 1.58], [-0.30, -0.28, 0.07], [-0.31, 0.00, 0.19], [-1.30, -0.05, 0.89], [0.99, -0.42, -0.39], [0.36, -0.37, -0.69], [0.16, -0.11, -0.37], [0.02, 0.01, -0.01], [0.07, 0.17, 0.10], [0.32, -0.07, -0.57], [-0.02, -0.19, -0.02], [0.17, 0.04, -0.04], [-0.13, 0.22, -0.03], [0.30, 0.15, 0.14], [-0.04, -0.05, 0.24], [-0.12, -0.22, -0.05], [0.19, 0.01, 0.25], [-0.08, 0.12, -0.03], [0.03, -0.40, 0.04], [-0.01, 0.04, 0.22], [0.09, 0.08, -0.08], [-0.06, -0.14, -0.11], [0.35, 0.11, -0.05], [-0.20, -0.14, -0.23], [0.02, 0.09, 0.01], [0.02, 0.20, 0.16], [0.00, 0.26, 0.12], [-0.01, 0.14, 0.10], [-0.12, -0.05, 0.29], [-0.22, -0.01, -0.10], [0.19, -0.25, -0.14], [0.21, -0.13, -0.18], [-0.04, -0.05, -0.08], [-0.15, 0.22, -0.11], [-0.16, 0.47, 0.06], [0.22, -1.53, -0.72], [0.01, 0.41, 0.20], [-0.19, 0.40, 0.04], [-0.72, 1.10, -0.20], [0.11, -0.07, -0.14], [0.16, 0.11, 0.20], [-0.27, -0.05, 0.08], [-0.07, -0.04, 0.16], [0.27, -0.11, -0.05], [-0.23, 0.23, -0.15], [-0.10, -0.13, -0.02], [0.08, 0.02, -0.18], [0.12, -0.01, 0.19], [0.31, 0.35, -0.11], [-0.38, -0.07, 0.61]], "e_lumo_ev": [2.66, 2.68], "orbital_gap_ev": [2.455, 2.981], "spin_multiplicity": 1, "charge": -1}

---

No. 3
{"formula": "ClH2NOS2", "method": "the ωB97M-V functional and the def2-TZVPD basis", "symbols": ["N", "O", "S", "S", "Cl", "H", "H"], "positions_angstrom": [[0.946310, 0.115439, -0.381493], [0.341488, -2.220026, -0.234945], [-1.678490, 1.095591, -0.633887], [0.824217, -1.164619, 0.601230], [-1.634011, 0.588320, 1.256019], [-0.111250, 0.690229, -0.743757], [1.311736, 0.895066, 0.136833]], "forces_ev_per_a": [[0.70, -1.69, 1.55], [-0.35, -1.11, 0.29], [0.44, 0.54, -1.44], [-0.06, 2.72, -2.23], [-0.14, -0.61, 1.64], [-1.23, -0.36, -0.43], [0.64, 0.50, 0.63]], "e_lumo_ev": [-2.02, -2.03], "orbital_gap_ev": [6.727, 6.727], "relative_energy_kcal_mol": 27.0, "spin_multiplicity": 1, "charge": 0}

---

No. 4
{"formula": "C17H17Br4O5", "method": "the ωB97M-V functional and the def2-TZVPD basis", "symbols": ["C", "C", "C", "C", "C", "C", "C", "C", "C", "C", "O", "O", "C", "O", "O", "C", "O", "C", "H", "H", "H", "H", "H", "H", "H", "H", "H", "Br", "C", "C", "Br", "H", "H", "H", "H", "Br", "C", "C", "Br", "H", "H", "H", "H"], "positions_angstrom": [[2.023699, -1.042582, 1.428729], [1.367001, 0.366049, 1.229229], [1.843548, 1.591574, 1.846465], [1.201257, 2.898257, 1.631437], [0.009509, 2.991384, 0.792607], [-0.490138, 1.765654, 0.181409], [-1.799828, 1.734404, -0.715974], [-2.732720, 0.634316, -0.076477], [-3.412647, 0.748927, 1.102701], [-3.485158, 1.920516, 2.129272], [-4.605041, 2.131369, 2.643462], [-2.471005, 2.635276, 2.478586], [-4.188432, -0.605305, 1.308016], [-4.767776, -0.942905, 2.280410], [-4.033065, -1.255718, 0.076367], [-2.975946, -0.776712, -0.688466], [-2.360662, -1.302079, -1.565518], [0.167419, 0.457860, 0.383554], [3.019118, -1.003728, 0.901309], [1.424989, -1.845262, 0.913080], [2.203479, -1.284635, 2.509219], [2.739355, 1.501941, 2.513681], [1.562936, 3.828191, 2.121538], [-0.553378, 3.930773, 0.594515], [-1.550292, 1.441864, -1.772637], [-2.365959, 2.697931, -0.652548], [-0.252152, -0.448881, -0.105330], [2.784290, 3.250717, -0.453262], [4.015474, 2.948513, -1.940596], [4.064336, 1.489144, -2.310686], [5.136269, 0.471009, -1.039820], [4.983069, 3.349719, -1.644606], [3.618821, 3.540132, -2.766729], [4.559401, 1.352195, -3.272221], [3.081579, 1.021847, -2.343338], [-0.021870, -3.119130, -0.283619], [-0.224920, -4.992623, -0.771335], [-1.584862, -5.256533, -1.365895], [-2.957661, -5.330653, 0.012854], [-0.025854, -5.578115, 0.123600], [0.558223, -5.181313, -1.505840], [-1.610105, -6.235513, -1.845106], [-1.894284, -4.497870, -2.082042]], "forces_ev_per_a": [[0.38, 1.00, -0.53], [-1.68, 1.14, -0.45], [-1.24, -0.06, -0.36], [-1.67, -1.87, -0.33], [0.80, -2.52, 0.24], [0.91, -0.69, 0.15], [0.12, -1.13, 1.46], [-0.06, 0.59, 0.10], [0.60, -0.74, -0.71], [0.52, 2.38, 2.34], [-0.27, -1.17, -1.25], [-0.66, -2.20, -2.04], [1.78, 3.75, -0.44], [-0.18, -1.17, -0.96], [-0.24, -2.86, -0.37], [0.07, 3.52, 2.13], [-1.07, -0.55, 0.18], [1.07, 2.64, 1.04], [-0.78, -0.19, 0.61], [0.86, 1.18, 1.06], [-0.28, 0.19, -0.97], [-0.89, 0.31, -0.71], [-0.15, -0.98, -0.29], [0.68, -0.81, 0.44], [-0.28, 0.42, 0.98], [0.70, -0.74, -0.19], [0.34, 0.87, 0.42], [0.96, 0.01, -1.19], [-0.26, 0.44, 0.07], [0.23, -0.01, -0.15], [-0.08, -0.03, 0.01], [0.00, -0.15, -0.12], [0.09, -0.13, -0.06], [-0.02, 0.01, 0.06], [0.04, 0.10, 0.11], [-0.24, -0.69, -0.21], [0.11, 0.26, -0.17], [-0.17, -0.29, 0.08], [0.03, 0.08, -0.08], [-0.12, 0.02, -0.08], [-0.09, -0.02, 0.00], [0.06, 0.05, 0.03], [0.09, 0.03, 0.13]], "e_lumo_ev": 2.13, "orbital_gap_ev": 6.638, "spin_multiplicity": 1, "charge": -1}

---

No. 5
{"formula": "C5H28N2O9", "method": "the ωB97M-V functional and the def2-TZVPD basis", "symbols": ["C", "C", "N", "C", "C", "N", "C", "O", "H", "H", "H", "H", "H", "H", "H", "H", "H", "H", "H", "H", "O", "H", "H", "O", "H", "H", "O", "H", "H", "O", "H", "H", "O", "H", "H", "O", "H", "H", "O", "H", "H", "O", "H", "H"], "positions_angstrom": [[-0.574083, -0.023366, -1.747371], [0.505782, -0.730901, -1.351165], [1.006845, -1.820751, -1.998361], [1.183901, -0.376204, -0.031303], [2.628139, -0.689849, 0.236836], [2.709202, -2.136581, 0.411147], [3.200612, 0.114698, 1.394885], [3.447386, 1.471784, 1.051570], [-1.227764, -0.291545, -2.559972], [-0.697219, 0.889220, -1.181337], [1.061963, -1.816267, -2.999776], [1.441566, -2.528192, -1.421317], [0.540549, -0.813223, 0.747657], [1.008093, 0.695345, 0.054297], [3.256715, -0.382532, -0.626730], [3.548683, -2.530920, 0.811466], [1.927498, -2.564142, 0.886897], [4.216690, -0.226799, 1.644369], [2.542218, 0.013849, 2.270794], [2.587932, 1.845795, 0.765252], [-1.804826, 2.995753, 1.207974], [-1.723771, 2.509288, 2.047220], [-0.869363, 2.898879, 0.906789], [-3.440190, -1.621341, -1.310235], [-3.340841, -0.691998, -1.055280], [-2.628957, -1.676738, -1.825965], [0.826948, 2.820731, 0.434467], [1.289179, 3.575316, 0.837429], [0.457839, 3.009350, -0.453060], [-3.684618, 1.759391, -0.367928], [-4.158156, 1.207636, 0.270709], [-3.050967, 2.176035, 0.260757], [0.421513, -4.353830, -0.340748], [-0.079385, -3.562952, -0.109788], [0.444092, -4.222046, -1.298108], [-1.303673, -0.760310, 3.437212], [-2.210545, -0.998343, 3.261625], [-0.925524, -0.820748, 2.551255], [-2.069890, -0.409072, 0.718619], [-1.771936, 0.066218, -0.084987], [-2.722163, -1.120511, 0.656209], [-0.568637, 3.395918, -1.831120], [-0.087433, 2.951820, -2.550004], [-1.313405, 2.772130, -1.720882]], "forces_ev_per_a": [[1.11, 0.17, 0.16], [0.17, -0.06, 0.30], [-0.31, -0.25, -0.12], [-1.35, 0.83, -0.09], [0.79, -0.66, -0.58], [0.14, -0.45, -0.17], [0.54, 0.22, 0.33], [-1.19, 0.21, -0.28], [0.08, 0.14, -0.24], [-0.41, 0.22, -0.30], [-0.14, -0.37, 0.04], [0.77, 0.32, -0.43], [0.28, -0.03, 0.11], [0.12, -0.03, 0.25], [-0.40, -0.34, 0.13], [0.20, 0.37, -0.09], [-0.08, 0.26, 0.14], [-0.49, -0.45, 0.06], [0.16, 0.09, 0.04], [0.59, -0.07, 0.16], [0.88, -0.55, 0.52], [-0.48, 0.18, -0.15], [-0.51, 0.32, 0.03], [0.23, 0.47, -0.19], [-0.73, 0.09, -0.02], [0.06, -0.65, -0.16], [0.44, -0.23, 0.64], [-0.46, -0.08, -0.66], [0.30, 0.75, -0.05], [0.12, -0.16, 0.63], [-0.21, -0.06, -0.42], [0.05, 0.24, -0.50], [-0.19, 0.45, -0.40], [-0.21, -0.10, 0.48], [0.12, -0.53, -0.01], [0.50, -0.08, 0.04], [-0.48, -0.01, 0.12], [-0.03, 0.22, 0.00], [0.57, 0.44, 1.56], [-0.86, -1.19, 0.34], [0.44, 0.39, -1.04], [-0.14, -1.04, -0.35], [0.03, 0.38, 0.08], [0.00, 0.64, 0.11]], "e_lumo_ev": 0.16, "orbital_gap_ev": 9.152, "relative_energy_kcal_mol": 86.9, "spin_multiplicity": 1, "charge": 0, "smiles": "C=C(N)C[C@H](N)CO.O.O.O.O.O.O.O.O"}

---

Per-record F_max, Eh/bohr: 0.0827 0.0331 0.0684 0.0811 0.0334